The following is a quantum chemistry calculation of 2 unconnected molecules or ions with the total composition C5H11OP, from the OMol25 dataset.

```
18
Properties=species:S:1:pos:R:3:forces:R:3
C 3.986 -0.513 0.717 2.2 1.0 -2.7
C 3.176 -0.806 1.533 -0.4 0.2 0.3
C -2.400 0.593 -0.781 0.2 2.8 1.3
C 0.210 1.069 -1.001 1.1 -1.1 2.4
C -0.990 0.654 -0.103 0.2 -0.7 -2.0
O -1.506 -1.663 1.271 -0.4 -1.1 1.8
P -0.305 -0.968 0.441 0.1 0.3 -1.0
H 4.682 -0.185 -0.121 -1.3 -0.8 1.9
H -1.057 -2.163 1.985 -0.8 0.4 -0.4
H 2.377 -0.910 2.200 -0.4 -0.4 0.5
H -3.103 0.276 -0.033 -0.4 -0.6 0.3
H -2.885 1.599 -1.133 1.4 -1.5 0.4
H -2.377 -0.085 -1.585 0.0 -0.8 -1.0
H 0.288 0.406 -1.850 0.2 0.3 -0.6
H 1.113 0.870 -0.290 -1.0 0.3 -1.6
H 0.281 2.121 -1.172 -0.3 0.6 -0.7
H -0.842 1.288 0.718 -0.8 1.1 1.5
H -0.649 -1.582 -0.794 0.4 0.0 -0.2
```
Positions in Å, forces in eV/Å.

## Properties
HOMO energy = -0.3299 Eh
Electronic energy = -613.58849 a.u.
Lowest unoccupied orbital energy = 0.75 eV
Energy above the lowest of the compared OMol25 structures with the same formula, charge and spin = 70.83 kcal per mole
Total charge = 0
SMILES = CC(C)PO.C#C